{"formula": "C17H14BrF3MnN2O5S", "method": "ωB97M-V with the def2-TZVPD basis set", "s_squared": 3.854, "de_lowest_kj_mol": 14.1, "spin_multiplicity": 4, "total_charge": 2, "e_lumo_ev": [-8.2, -9.8], "largest_force_ha_per_bohr": 0.0049, "e_tot_ev": -151405.3938, "homo_energy_ev": [-14.133, -14.124], "elements": ["Mn", "O", "C", "C", "C", "C", "C", "C", "C", "O", "N", "N", "C", "C", "Br", "C", "C", "C", "C", "C", "C", "C", "H", "H", "H", "H", "H", "H", "H", "H", "H", "H", "H", "H", "H", "H", "F", "C", "F", "F", "S", "O", "O", "O"], "coordinates": [[-0.41410, 0.15452, 0.40583], [4.62436, 1.06919, 0.00648], [4.13410, 2.30341, -0.36240], [4.93851, 3.31792, -0.84841], [4.35680, 4.52300, -1.21351], [2.98549, 4.70842, -1.10737], [2.18592, 3.68759, -0.62207], [2.75846, 2.48138, -0.24044], [1.93631, 1.38014, 0.37299], [0.57234, 1.59240, 0.23942], [2.21564, 0.09703, -0.34076], [1.17313, -0.62521, -0.57253], [1.18152, -1.68509, -1.37535], [-0.03135, -2.24130, -1.77336], [-1.61381, -1.25190, -1.30026], [-0.21443, -3.32154, -2.63057], [0.68519, -4.36796, -2.90751], [0.45445, -5.11759, -4.09376], [1.31875, -6.11737, -4.46390], [2.39845, -6.42957, -3.63635], [2.60715, -5.75212, -2.42771], [1.76345, -4.73691, -2.05919], [5.58849, 1.08161, 0.03362], [6.00835, 3.17148, -0.93762], [4.98366, 5.32181, -1.58525], [2.54137, 5.65162, -1.39152], [1.11963, 3.83219, -0.51635], [2.20292, 1.19971, 1.42285], [3.17076, -0.12992, -0.63266], [2.11510, -2.03494, -1.80047], [-1.16533, -3.35472, -3.15506], [-0.39536, -4.86750, -4.71683], [1.15835, -6.66877, -5.37948], [3.06819, -7.23333, -3.91381], [3.41254, -6.05959, -1.77541], [1.86876, -4.28058, -1.08475], [-1.94858, -2.24303, 2.17051], [-2.07056, -1.44159, 3.23639], [-1.43840, -1.95866, 4.26187], [-3.33482, -1.23359, 3.50391], [-1.27702, 0.17139, 2.78506], [-1.31412, 1.03397, 3.89005], [0.07364, -0.22772, 2.21220], [-1.94980, 0.56104, 1.49260]], "forces_ev_per_a": [[0.07, 0.18, -0.07], [0.05, -0.09, 0.04], [-0.01, 0.13, -0.04], [-0.03, -0.03, 0.02], [-0.01, -0.01, 0.00], [0.01, 0.03, 0.00], [-0.04, 0.01, 0.00], [0.06, 0.05, -0.03], [0.04, -0.06, 0.06], [-0.02, 0.00, 0.07], [-0.01, 0.02, 0.02], [0.04, 0.06, 0.04], [-0.11, -0.06, 0.06], [0.11, 0.04, -0.02], [-0.02, -0.23, -0.11], [-0.09, -0.04, 0.03], [-0.06, 0.01, -0.01], [-0.03, 0.00, -0.03], [0.00, 0.01, 0.00], [-0.01, 0.01, 0.01], [0.00, 0.00, 0.02], [0.06, 0.01, 0.00], [0.01, 0.01, 0.00], [0.00, -0.01, 0.00], [0.00, 0.00, 0.00], [0.00, 0.00, 0.00], [0.01, -0.01, 0.00], [0.03, 0.04, 0.00], [-0.01, -0.02, -0.02], [0.02, -0.06, -0.03], [0.01, -0.01, -0.01], [0.01, -0.01, -0.01], [0.00, 0.00, 0.00], [0.00, 0.00, -0.01], [0.00, 0.01, 0.01], [0.02, 0.07, 0.02], [-0.04, -0.02, 0.03], [0.10, -0.01, -0.12], [0.02, -0.01, 0.02], [-0.06, 0.00, 0.01], [-0.06, -0.12, -0.01], [0.04, 0.10, -0.01], [0.09, -0.14, 0.02], [-0.16, 0.16, 0.08]], "lowdin_charge": [0.69, 0.04, -0.26, 0.01, -0.04, -0.05, 0.00, -0.10, -0.28, -0.15, 0.16, -0.05, -0.09, -0.50, 1.07, -0.01, -0.19, 0.03, -0.01, 0.02, -0.02, 0.00, 0.13, 0.13, 0.12, 0.12, 0.12, 0.18, 0.18, 0.15, 0.13, 0.13, 0.13, 0.13, 0.13, 0.12, 0.13, -0.68, 0.21, 0.21, 0.70, -0.13, -0.31, -0.33]}